1.
The following is a quantum chemistry calculation of one molecule with the formula C2H2ClFS2, from the OMol25 dataset.

XYZ file:
```
8
Properties=species:S:1:pos:R:3:forces:R:3:nbo_charge:R:1
F 0.80254 -0.17564 1.34234 -0.439 0.300 0.513 -0.355
C -0.23043 0.43870 0.62847 1.047 -0.069 1.434 0.111
Cl 0.37261 2.03019 0.19375 -0.156 0.339 -0.182 0.001
C -0.47003 -0.40367 -0.54970 -1.978 0.013 -1.148 -0.394
S -1.95732 -0.57646 -1.19018 -0.091 0.140 0.318 0.057
S 0.83043 -1.12514 -1.30749 1.371 -0.581 -0.519 0.213
H -1.09018 0.53497 1.29041 0.033 -0.006 -0.221 0.226
H 1.74238 -0.72295 -0.40759 0.213 -0.135 -0.196 0.141
```
Forces are in eV/Å.

Computed properties:
M = 144.62 g mol⁻¹
relative energy (zero: lowest compared OMol25 entry of this formula, charge and spin) = 0.0 kcal/mol
lowest unoccupied orbital energy = -0.92 eV
structure (SMILES) = F[C@@H](Cl)C(=S)S
charge = 0
max |F| = 2.29 eV Å⁻¹
multiplicity = 1
electronic energy = -39016.0580 eV

2.
The following is a quantum chemistry calculation of C26H23BN11OOsS2Sb as an isolated structure, from the OMol25 dataset.

XYZ file:
```
66
Properties=species:S:1:pos:R:3:forces:R:3:nbo_charge:R:1
Os -1.10797 1.40070 2.42323 0.618 -0.215 -0.228 1.239
N 1.74700 1.69507 4.28644 -0.008 0.060 -0.006 -0.549
C 0.61627 1.29562 4.90439 0.032 -0.074 -0.024 0.502
N 0.49111 1.07885 6.18391 -0.033 -0.013 0.013 -0.358
N -0.81483 0.70354 6.34685 0.037 -0.007 0.022 0.004
N -1.45402 0.69620 5.26270 -0.011 0.009 -0.042 -0.087
N -0.57827 1.08600 4.25293 -0.053 0.014 -0.037 -0.408
C 1.92050 1.69221 2.92000 0.133 -0.019 -0.005 0.440
N 3.09798 1.69355 2.33172 -0.005 -0.088 0.055 -0.341
N 2.80913 1.58668 1.02626 -0.057 0.063 -0.114 -0.064
N 1.53687 1.53321 0.83032 0.079 0.256 -0.015 -0.119
N 0.92915 1.62186 2.03438 -0.252 -0.038 0.087 -0.432
H 2.57852 1.77959 4.85146 -0.009 0.010 0.016 0.446
O -1.48349 1.03791 0.56619 -0.010 0.257 0.169 -0.419
N -2.76752 0.84999 0.18301 -0.106 -0.140 -0.090 -0.018
C -2.97843 0.83522 -1.15701 0.009 0.078 0.008 0.027
C -4.23202 0.58036 -1.62305 -0.028 -0.009 0.038 -0.244
C -5.26829 0.32920 -0.70646 0.055 0.000 -0.007 -0.133
C -5.01646 0.35834 0.63868 -0.010 -0.015 -0.045 -0.240
C -3.72219 0.63854 1.10871 0.069 -0.036 0.130 0.035
S -3.27476 0.69681 2.76273 -0.472 0.144 -0.011 0.079
H -2.10271 1.08162 -1.75629 0.001 -0.059 0.012 0.291
H -4.40681 0.59295 -2.68841 -0.003 0.000 0.001 0.245
H -6.26858 0.12654 -1.06394 -0.004 -0.002 0.006 0.235
H -5.79217 0.18336 1.36975 0.004 0.006 0.011 0.248
S 0.13345 1.66594 -2.59890 -0.141 0.158 -0.057 -0.747
Sb 0.85740 -0.32234 -1.88105 0.195 -0.542 0.171 1.752
C -0.02832 -1.33257 -0.21472 -0.025 0.028 -0.131 -0.403
C 0.51876 -1.26111 1.06390 0.054 -0.126 -0.013 -0.148
C -0.16424 -1.79425 2.15065 0.035 0.082 0.048 -0.267
C -1.39428 -2.41944 1.96896 -0.023 -0.032 -0.028 -0.196
C -1.91055 -2.55124 0.69008 0.007 -0.001 -0.014 -0.216
C -1.22412 -2.01933 -0.39847 -0.094 0.118 0.123 -0.219
C 2.91363 -0.50789 -1.51681 0.027 0.188 -0.050 -0.429
C 3.43206 -1.61049 -0.84830 -0.002 -0.018 -0.033 -0.227
C 4.80062 -1.70025 -0.63726 -0.018 -0.025 0.020 -0.209
C 5.64057 -0.69437 -1.09428 0.006 0.030 -0.015 -0.193
C 5.11961 0.40366 -1.76406 0.004 -0.031 0.012 -0.203
C 3.75244 0.50064 -1.97461 -0.011 0.004 0.030 -0.136
C 0.55359 -1.75955 -3.41065 0.108 0.049 -0.164 -0.308
C 1.66460 -2.29286 -4.05833 -0.025 -0.144 0.073 -0.243
C 1.50395 -3.15489 -5.13685 0.000 0.012 0.037 -0.207
C 0.23290 -3.48537 -5.57878 -0.015 0.003 0.005 -0.188
C -0.87980 -2.94118 -4.95098 0.006 -0.025 -0.007 -0.213
C -0.71855 -2.07610 -3.88022 -0.071 0.099 -0.041 -0.248
H 1.48082 -0.79452 1.21879 0.021 0.003 -0.012 0.225
H 0.27441 -1.73392 3.14011 0.000 -0.040 0.009 0.227
H -1.93027 -2.82148 2.81881 -0.004 0.018 0.007 0.229
H -2.84827 -3.06878 0.53050 -0.003 -0.005 0.015 0.220
H -1.65209 -2.13542 -1.38581 0.027 0.002 -0.001 0.219
H 2.77877 -2.39986 -0.49350 0.000 -0.011 0.006 0.218
H 5.21071 -2.55412 -0.11352 -0.003 0.001 0.002 0.217
H 6.70683 -0.76523 -0.92237 -0.001 0.001 0.002 0.217
H 5.77632 1.19049 -2.11074 -0.004 0.003 0.000 0.218
H 3.33427 1.36759 -2.47341 0.000 0.006 0.008 0.229
H 2.66485 -2.04689 -3.72232 0.002 0.022 0.003 0.226
H 2.37570 -3.56306 -5.63176 -0.001 0.000 -0.001 0.218
H 0.10665 -4.15559 -6.41907 0.001 0.000 0.000 0.216
H -1.87464 -3.17981 -5.30463 0.000 -0.005 -0.007 0.215
H -1.60162 -1.62057 -3.44296 0.047 0.006 -0.010 0.202
B -1.77682 5.94462 2.12883 -0.020 -0.065 0.097 -0.610
C -1.54433 4.42322 2.25590 -0.003 0.077 -0.027 0.583
N -1.35972 3.27592 2.35575 -0.063 -0.012 0.064 -0.557
H -1.51506 6.22888 0.98496 -0.001 -0.001 -0.007 0.056
H -2.90808 6.16878 2.47720 -0.016 0.005 -0.041 0.036
H -0.96018 6.41882 2.89141 0.029 -0.012 -0.018 0.068
```
Forces are in eV/Å.

Computed properties:
M = 892.48 g mol⁻¹
relative energy (zero: lowest compared OMol25 entry of this formula, charge and spin) = 0.0 kcal/mol
lowest unoccupied orbital energy (alpha / beta) = -3.22 / -3.22 eV
charge = 0
max |F| = 0.69 eV Å⁻¹
multiplicity = 1
electronic energy = -77120.4107 eV

3.
The following is a quantum chemistry calculation of a 2-piece molecular cluster, C3H10NO overall, from the OMol25 dataset.

XYZ file:
```
15
Properties=species:S:1:pos:R:3:forces:R:3:nbo_charge:R:1
C 2.00977 0.96707 -1.43343 -0.713 -0.108 0.490 0.142
N 0.98646 1.45433 -0.84766 0.635 -0.523 -0.351 -0.577
H 2.86086 1.59587 -1.65069 -0.044 0.050 -0.565 0.232
H 1.97426 -0.09757 -1.65633 0.491 0.092 0.269 0.226
H 0.26418 0.83372 -0.37753 -0.536 0.669 -0.381 0.475
H 0.87339 2.45989 -0.79450 0.122 0.088 0.531 0.433
C -1.41594 -1.01564 0.45191 0.092 -0.434 0.144 -0.072
O -1.05890 0.38962 0.44168 -0.063 -0.209 -0.001 -0.776
C -0.39160 -1.80842 1.26299 -0.291 0.503 0.253 -0.651
H -2.41384 -1.10796 0.87664 0.007 -0.012 -0.059 0.196
H -1.43686 -1.35980 -0.58558 -0.180 0.029 0.106 0.179
H -1.83657 0.89296 0.70156 0.152 0.189 -0.080 0.513
H 0.35412 -2.24659 0.61405 0.364 -0.040 0.016 0.209
H 0.05790 -1.13142 1.99931 0.110 -0.185 -0.206 0.227
H -0.84530 -2.60819 1.84289 -0.146 -0.108 -0.167 0.244
```
Forces are in eV/Å.

Computed properties:
M = 76.12 g mol⁻¹
relative energy (zero: lowest compared OMol25 entry of this formula, charge and spin) = 27.1 kcal/mol
lowest unoccupied orbital energy = -5.17 eV
charge = +1
max |F| = 0.94 eV Å⁻¹
multiplicity = 1
electronic energy = -6803.1366 eV

4.
The following is a quantum chemistry calculation of C31H18N4O2OsS4 as an isolated structure, from the OMol25 dataset.

XYZ file:
```
60
Properties=species:S:1:pos:R:3:forces:R:3:nbo_charge:R:1
Os 0.23229 0.30396 -0.96517 -0.265 -2.883 3.063 1.084
S 2.81019 2.35817 2.15185 0.390 -0.028 0.140 0.377
C 1.23195 3.06965 2.35310 -1.104 0.171 0.084 -0.222
C 0.79262 3.92663 3.37536 1.067 -0.563 -0.374 -0.194
C -0.51886 4.36495 3.42071 -0.206 -0.717 -1.242 -0.242
C -1.37936 3.95804 2.37347 0.464 -0.161 0.030 -0.201
C -0.97164 3.08649 1.33966 0.108 0.297 0.892 -0.222
C 0.34112 2.58991 1.36657 0.236 -0.438 -0.219 0.126
N 0.93398 1.59299 0.55050 -2.949 0.355 -0.160 -0.589
C 2.20808 1.35628 0.86514 3.018 -1.587 -0.511 -0.021
C 2.97384 0.35580 0.10174 -1.403 1.429 0.775 -0.159
C 4.35947 0.12871 0.23950 0.582 -0.301 0.164 -0.226
C 5.05664 -0.66964 -0.67130 -1.916 0.208 -0.012 -0.175
C 4.30194 -1.27626 -1.69499 0.138 -0.629 -0.531 -0.264
C 2.90817 -1.12481 -1.81804 -0.240 0.624 0.452 -0.231
C 2.20190 -0.31880 -0.90234 1.992 0.321 -0.663 -0.107
H 1.53934 4.20148 4.11734 -0.308 0.134 0.052 0.217
H -0.85518 4.98576 4.23405 -0.134 0.138 -0.029 0.222
H -2.39590 4.32987 2.37383 -0.035 -0.068 -0.086 0.217
H -1.67483 2.77617 0.57179 0.104 0.093 0.172 0.216
H 4.90261 0.57662 1.07543 -0.206 0.034 -0.266 0.214
H 6.12171 -0.80775 -0.58831 0.096 -0.045 -0.026 0.220
H 4.78947 -1.91954 -2.43885 -0.076 0.342 0.367 0.214
H 2.36183 -1.59954 -2.64726 0.408 0.162 0.410 0.219
S 1.12432 1.63166 -2.38103 0.536 2.685 -2.509 0.343
C -0.41952 2.56293 -2.46240 -0.219 0.118 -0.693 -0.219
S -1.55794 1.47255 -1.72043 -0.620 1.362 -0.545 0.101
C -0.86020 3.78528 -2.92507 0.921 -1.842 0.878 -0.351
C -0.13506 4.72976 -3.65321 2.026 3.420 -2.221 0.264
N 0.31966 5.63319 -4.25803 -1.017 -2.606 1.584 -0.255
C -2.15017 4.22278 -2.56451 -4.393 2.105 0.816 0.267
N -3.19237 4.73164 -2.31436 3.404 -1.905 -0.719 -0.269
S -3.87642 -0.36941 0.99303 0.500 -0.010 0.095 0.504
C -2.55567 -0.51057 -0.07062 0.085 -0.697 -0.418 -0.094
N -1.34503 -0.46579 0.41453 -0.692 -0.196 1.105 -0.537
C -1.40046 -0.36618 1.82299 -0.872 -0.048 -0.147 0.209
C -0.32654 -0.44268 2.71691 -0.849 0.563 0.843 -0.233
C -0.63629 -0.12317 4.04974 0.340 -0.090 0.231 -0.174
C -1.92759 0.21174 4.52977 0.038 -0.622 -1.490 -0.201
C -3.00501 0.06669 3.64985 -0.139 0.182 -0.124 -0.198
C -2.74667 -0.22395 2.29927 1.465 0.163 0.600 -0.261
H -2.70619 -0.67859 -1.13274 -0.148 0.103 0.154 0.253
H 0.67877 -0.72544 2.40370 -0.277 0.223 0.002 0.257
H 0.15259 -0.15845 4.80569 -0.065 0.097 -0.410 0.223
H -2.05898 0.53319 5.55732 -0.068 -0.204 -0.147 0.231
H -4.05279 0.19561 3.94188 0.500 0.064 0.158 0.227
O 0.66202 -2.39479 -0.28397 -1.231 -0.199 -1.345 -0.626
C 0.06375 -2.44489 -1.37606 1.122 -0.181 1.248 0.762
O -0.24203 -1.38128 -2.07583 0.257 1.195 0.691 -0.704
C -0.35073 -3.70548 -2.01916 -0.020 -0.466 0.662 -0.168
C 0.06365 -4.93390 -1.46111 -0.347 1.325 -0.271 -0.157
C -0.43173 -6.09780 -1.99753 -0.052 -0.417 -0.310 -0.217
C -1.34886 -6.08612 -3.06013 0.681 0.937 0.191 -0.192
C -1.73168 -4.84082 -3.58485 -0.350 -0.779 -0.192 -0.202
C -1.24864 -3.64519 -3.07212 -0.106 -0.376 -0.102 -0.184
H 0.73202 -4.88415 -0.60205 -0.106 -0.224 -0.281 0.241
H -0.06142 -7.02582 -1.59770 -0.134 -0.335 0.048 0.215
H -1.67731 -7.02960 -3.48866 -0.142 0.287 0.053 0.221
H -2.44047 -4.80865 -4.40254 0.000 -0.043 -0.044 0.212
H -1.58239 -2.67946 -3.46437 0.211 -0.477 0.126 0.237
```
Forces are in eV/Å.

Computed properties:
M = 797.01 g mol⁻¹
relative energy (zero: lowest compared OMol25 entry of this formula, charge and spin) = 0.0 kcal/mol
lowest unoccupied orbital energy (alpha / beta) = -0.79 / -2.71 eV
charge = 0
max |F| = 4.94 eV Å⁻¹
multiplicity = 5
electronic energy = -88299.8267 eV